Record 1
Density functional theory data (ωB97M-V/def2-TZVPD) for C44H46N6OP2Ti as an isolated structure.

HOMO-LUMO gap in eV: 3.2307
Molar mass in g mol⁻¹: 784.7
Strongest force on any atom in eV/Å: 1.7
E_tot in eV: -99018.883
E_LUMO in eV: -13.20

The geometry in ORCA input format:
```
! wB97M-V def2-TZVPD RIJCOSX def2/J DEFGRID3
* xyz 4 1
Ti -0.93 0.12 -0.47
N 1.17 -0.85 1.32
P 1.54 -0.37 -0.29
C 2.98 0.70 -0.13
C 2.90 1.79 0.75
C 4.00 2.60 0.92
C 5.17 2.35 0.20
C 5.23 1.28 -0.69
C 4.13 0.46 -0.87
C 2.09 -1.82 -1.19
C 1.79 -1.90 -2.56
C 2.35 -2.90 -3.34
C 3.20 -3.83 -2.75
C 3.48 -3.77 -1.39
C 2.94 -2.76 -0.61
P -0.41 -0.56 1.88
C -1.19 -2.12 2.36
C -2.48 -2.39 1.91
C -3.17 -3.50 2.39
C -2.56 -4.32 3.33
C -1.27 -4.06 3.77
C -0.58 -2.95 3.30
C -0.30 0.34 3.43
C 0.90 0.83 3.96
C 0.90 1.39 5.22
C -0.29 1.51 5.94
C -1.49 1.05 5.40
C -1.50 0.46 4.15
H 1.94 -0.86 1.99
H 1.99 1.98 1.31
H 3.97 3.43 1.61
H 6.03 2.99 0.33
H 6.14 1.09 -1.24
H 4.18 -0.37 -1.57
H 1.15 -1.15 -3.00
H 2.15 -2.93 -4.40
H 3.66 -4.59 -3.36
H 4.15 -4.50 -0.95
H 3.19 -2.70 0.45
H -2.95 -1.73 1.19
H -4.18 -3.70 2.06
H -3.10 -5.17 3.73
H -0.80 -4.71 4.50
H 0.41 -2.72 3.67
H 1.83 0.77 3.40
H 1.83 1.74 5.65
H -0.28 1.95 6.93
H -2.41 1.15 5.96
H -2.42 0.05 3.75
C -2.90 3.35 0.97
C -2.21 2.17 0.84
N -1.06 2.07 0.14
C -0.54 3.19 -0.41
C -1.15 4.44 -0.31
C -2.38 4.49 0.38
C -0.63 5.67 -0.88
C 0.66 5.99 -1.08
C 1.03 7.32 -1.59
C 2.35 7.64 -1.89
C 2.58 8.93 -2.35
N 1.59 9.79 -2.49
C 0.35 9.41 -2.19
N 0.05 8.20 -1.75
H -3.83 3.38 1.53
H -2.56 1.26 1.33
H 0.38 3.07 -0.98
H -2.90 5.44 0.46
H -1.37 6.43 -1.09
H 1.47 5.32 -0.83
H 3.16 6.93 -1.77
H 3.57 9.28 -2.60
H -0.45 10.13 -2.32
N -1.18 -1.75 -0.92
C -1.11 -2.93 -0.99
N -1.05 -4.19 -1.04
C -1.59 -4.95 -2.21
C -0.54 -5.93 -2.73
C 0.13 -6.75 -1.59
C -0.50 -6.45 -0.23
C -0.41 -4.96 0.08
H -1.88 -4.24 -2.98
H -2.48 -5.48 -1.87
H 0.21 -5.39 -3.31
H -1.06 -6.60 -3.42
H 1.20 -6.51 -1.55
H 0.05 -7.81 -1.80
H 0.03 -6.98 0.56
H -1.53 -6.79 -0.20
H 0.63 -4.65 0.14
H -0.91 -4.71 1.01
C -4.51 0.18 -1.60
C -3.30 0.61 -2.34
C -3.43 1.09 -3.73
O -2.17 0.59 -1.79
H -5.27 0.96 -1.63
H -4.29 -0.09 -0.57
H -4.95 -0.68 -2.12
H -4.33 0.70 -4.20
H -2.54 0.85 -4.31
H -3.53 2.18 -3.72
*
```

Löwdin atomic charge list, values in e, 6 entries: number 1, Ti, carries 0.961; number 2, N, carries -0.307; number 3, P, carries 0.957; number 4, C, carries -0.348; number 5, C, carries -0.111; number 6, C, carries -0.040

Record 2
Density functional theory data (ωB97M-V/def2-TZVPD) for a 3-piece molecular cluster, C4H15NO2 overall.

HOMO-LUMO gap in eV: 9.3723
SMILES: CCN(C)C.O.O
Energy relative to the best compared isomer or geometry (same formula, charge and spin) in eV: 1.1454
Molar mass in g mol⁻¹: 109.2
Strongest force on any atom in eV/Å: 0.9
E_tot in eV: -9975.941
E_LUMO in eV: 0.70

The geometry in ORCA input format:
```
! wB97M-V def2-TZVPD RIJCOSX def2/J DEFGRID3
* xyz 0 1
C -0.43 1.63 0.96
C -0.19 0.71 -0.25
N 0.56 -0.49 0.07
C 0.65 -1.32 -1.12
C 0.01 -1.22 1.21
H 0.50 1.71 1.54
H -1.18 1.21 1.62
H -0.68 2.61 0.59
H -1.18 0.46 -0.68
H 0.35 1.29 -1.00
H -0.36 -1.55 -1.51
H 1.17 -0.77 -1.90
H 1.16 -2.26 -0.89
H -1.09 -1.14 1.25
H 0.36 -0.78 2.14
H 0.29 -2.27 1.14
O -3.97 0.13 -1.32
H -4.91 -0.02 -1.50
H -3.53 -0.40 -1.98
O 3.66 0.65 0.49
H 4.06 0.80 1.35
H 2.86 0.12 0.64
*
```

natural (NBO) atomic charge list, values in e, 6 entries: number 1, C, carries -0.617; number 2, C, carries -0.217; number 3, N, carries -0.458; number 4, C, carries -0.406; number 5, C, carries -0.422; number 6, H, carries 0.207

Record 3
Density functional theory data (ωB97M-V/def2-TZVPD) for C4H6OS3 as an isolated structure.

HOMO-LUMO gap in eV: 6.4092
Energy relative to the best compared isomer or geometry (same formula, charge and spin) in eV: 4.9661
Molar mass in g mol⁻¹: 166.3
Strongest force on any atom in eV/Å: 5.4
E_tot in eV: -38793.136
E_LUMO in eV: -2.50

The geometry in ORCA input format:
```
! wB97M-V def2-TZVPD RIJCOSX def2/J DEFGRID3
* xyz 0 1
C -1.87 -0.83 0.74
C -0.42 -0.79 0.21
C 0.38 0.58 -0.03
C 1.80 0.55 -0.54
H -1.54 0.86 -0.85
H -2.03 -0.15 1.62
H -2.31 -1.89 1.00
H -0.24 -1.23 -0.94
H 1.16 -2.20 0.34
H 1.90 1.62 -0.99
O 0.46 -1.61 1.06
S -2.79 -0.38 -0.81
S -0.26 2.07 0.49
S 3.05 -0.52 -0.36
*
```

natural (NBO) atomic charge list, values in e, 6 entries: number 1, C, carries -0.561; number 2, C, carries 0.013; number 3, C, carries -0.113; number 4, C, carries -0.365; number 5, H, carries 0.141; number 6, H, carries 0.244

Record 4
Density functional theory data (ωB97M-V/def2-TZVPD) for a 12-piece molecular cluster, C46H73N12O15 overall.

HOMO-LUMO gap (spin up / spin down) in eV: 5.1748 / 1.4235
Molar mass in g mol⁻¹: 1034.2
Strongest force on any atom in eV/Å: 11.6
E_tot in eV: -97461.663
E_LUMO (spin up / spin down) in eV: -5.93 / -9.68

The geometry in ORCA input format:
```
! wB97M-V def2-TZVPD RIJCOSX def2/J DEFGRID3
* xyz 2 2
C -1.72 -2.71 0.50
C -1.39 -1.48 -0.45
C 0.12 -1.10 -0.51
N 0.41 0.16 -1.48
C 1.93 0.27 -1.78
C 2.26 1.47 -2.73
C 1.76 2.87 -2.14
C 0.34 2.79 -1.58
C -0.12 1.47 -0.85
C -0.38 -0.05 -2.77
H -1.24 -3.63 0.14
H -2.79 -2.88 0.58
H -1.39 -2.49 1.52
H -2.07 -0.64 -0.29
H -1.74 -1.79 -1.44
H 0.73 -1.89 -0.96
H 0.53 -0.84 0.46
H 2.37 0.33 -0.78
H 2.33 -0.66 -2.20
H 3.35 1.45 -2.60
H 1.93 1.30 -3.76
H 2.25 3.20 -1.23
H 1.71 3.54 -3.00
H 0.07 3.66 -0.98
H -0.33 2.85 -2.44
H 0.21 1.45 0.19
H -1.21 1.47 -0.83
H -1.46 0.04 -2.69
H 0.07 -0.94 -3.21
H -0.20 0.78 -3.45
C 1.52 4.10 2.34
O 0.97 3.87 1.30
N 2.08 3.15 3.04
N 1.79 5.22 2.70
H 2.69 3.35 3.81
H 1.98 2.22 2.66
H 2.51 5.47 3.35
H 1.48 5.95 2.07
C -4.99 -1.16 -2.99
O -6.02 -0.45 -3.04
N -3.92 -0.85 -3.76
N -4.92 -2.27 -2.34
H -3.96 0.04 -4.23
H -3.12 -1.43 -3.98
H -5.81 -2.70 -2.13
H -4.11 -2.81 -2.62
C 2.23 -4.89 -1.01
O 3.23 -4.41 -1.34
N 1.41 -5.28 -1.87
N 1.75 -4.83 0.19
H 0.48 -5.58 -1.64
H 1.62 -4.82 -2.75
H 2.17 -4.42 1.01
H 0.86 -5.21 0.45
C -4.29 2.23 -0.79
O -5.33 2.03 -1.42
N -3.29 2.60 -1.45
N -4.10 2.22 0.48
H -2.64 3.25 -1.03
H -3.43 2.56 -2.45
H -4.98 2.05 0.95
H -3.16 2.12 0.84
C 0.96 0.28 3.52
O 0.47 0.50 2.44
N 2.21 -0.01 3.70
N 0.38 0.31 4.68
H 2.53 -0.43 4.56
H 2.70 -0.23 2.84
H 0.87 0.11 5.53
H -0.62 0.15 4.70
C 6.30 -0.74 1.11
C 4.98 -1.09 1.27
C 4.32 -1.63 0.17
C 4.88 -1.59 -1.10
C 6.13 -1.05 -1.23
C 6.86 -0.76 -0.11
O 8.20 -0.37 -0.20
O 3.07 -2.15 0.24
H 6.87 -0.29 1.91
H 4.32 -0.96 2.12
H 4.32 -1.78 -2.01
H 6.64 -0.95 -2.17
H 8.49 -0.24 -1.11
H 2.95 -2.98 -0.22
C -2.89 -3.22 3.89
C -2.17 -2.31 4.68
C -2.86 -1.24 5.24
C -4.25 -1.14 5.07
C -4.93 -2.11 4.29
C -4.22 -3.16 3.72
O -4.85 -4.25 3.06
O -2.17 -0.44 6.06
H -2.30 -4.02 3.48
H -1.10 -2.44 4.69
H -4.68 -0.38 5.70
H -5.99 -1.89 4.21
H -4.22 -4.97 2.98
H -2.62 0.33 6.42
C 0.90 -0.08 -6.39
C 0.57 1.26 -6.51
C -0.75 1.56 -6.25
C -1.70 0.58 -6.00
C -1.38 -0.75 -5.89
C -0.02 -1.00 -5.92
O 0.50 -2.25 -5.63
O -1.33 2.78 -6.52
H 1.94 -0.35 -6.50
H 1.25 2.07 -6.69
H -2.77 0.77 -5.98
H -2.19 -1.43 -5.69
H -0.15 -2.74 -5.12
H -2.10 2.98 -5.98
C 2.52 -5.93 4.27
C 1.33 -5.45 3.69
C 0.63 -6.23 2.78
C 1.12 -7.44 2.34
C 2.34 -7.91 2.90
C 3.03 -7.20 3.92
O 4.16 -7.60 4.50
O -0.59 -5.76 2.31
H 3.01 -5.19 4.87
H 1.04 -4.43 3.88
H 0.60 -8.12 1.69
H 2.63 -8.93 2.71
H 4.01 -7.72 5.44
H -0.73 -6.17 1.45
C -2.14 7.23 3.23
C -1.55 6.23 2.41
C -2.34 5.17 1.88
C -3.70 5.14 2.11
C -4.31 6.13 2.86
C -3.49 7.12 3.48
O -4.07 7.90 4.43
O -1.68 4.12 1.21
H -1.55 8.04 3.61
H -0.49 6.37 2.37
H -4.21 4.26 1.76
H -5.38 6.00 2.93
H -3.84 8.78 4.11
H -0.73 4.23 1.30
C 2.99 7.34 -6.45
C 2.16 6.31 -5.76
N 1.55 5.61 -5.13
H 2.56 7.31 -7.45
H 3.99 6.91 -6.36
H 2.77 8.27 -5.93
*
```

Löwdin atomic charge list, values in e, 6 entries: number 1, C, carries -0.049; number 2, C, carries -0.190; number 3, C, carries -0.054; number 4, N, carries -0.189; number 5, C, carries -0.080; number 6, C, carries -0.109